Molecular formula: C24H63MnN2O13S4
Method: DFT, the ωB97M-V functional and the def2-TZVPD basis

The geometry in XYZ format:
```
107
Properties=species:S:1:pos:R:3:mulliken_charge:R:1
Mn -13.128 -5.330 13.463 0.453
O -13.020 -3.372 13.347 0.074
H -13.391 -2.524 13.147 -0.286
C -12.061 -3.337 6.911 -1.659
C -12.407 -2.300 7.973 0.796
N -11.634 -1.043 7.973 0.079
C -12.206 -0.136 8.953 -0.507
C -12.119 -0.614 10.413 -1.062
C -11.658 -0.427 6.652 -0.372
C -10.684 0.714 6.433 -1.270
H -12.407 -3.044 5.920 0.499
H -12.508 -4.295 7.177 0.165
H -10.983 -3.500 6.833 0.390
H -13.457 -1.988 7.828 0.284
H -12.300 -2.701 8.974 -0.759
H -13.240 0.173 8.720 0.290
H -11.615 0.778 8.884 0.336
H -11.073 -0.712 10.707 0.345
H -12.641 -1.541 10.655 0.050
H -12.605 0.143 11.036 0.518
H -11.340 -1.202 5.946 0.316
H -12.681 -0.206 6.300 0.355
H -10.824 1.059 5.408 0.401
H -10.811 1.536 7.135 0.362
H -9.669 0.326 6.517 0.291
C -10.384 -8.061 11.052 -1.437
C -11.599 -7.334 11.626 -0.624
N -11.342 -6.232 12.586 1.307
C -10.324 -6.636 13.590 -0.807
C -10.750 -7.837 14.439 -1.582
C -10.674 -5.072 11.899 -0.774
C -11.434 -4.479 10.721 -0.903
H -10.065 -8.913 11.652 0.327
H -9.526 -7.425 10.847 0.313
H -10.660 -8.515 10.097 0.424
H -12.213 -6.969 10.805 0.083
H -12.239 -8.046 12.154 0.567
H -9.409 -6.937 13.074 0.616
H -10.007 -5.853 14.274 0.595
H -10.011 -7.948 15.240 0.460
H -11.650 -7.691 15.041 0.166
H -10.799 -8.805 13.942 0.346
H -9.694 -5.376 11.529 0.570
H -10.583 -4.229 12.586 -0.005
H -10.883 -3.602 10.378 0.691
H -12.421 -4.124 11.015 -0.132
H -11.521 -5.161 9.874 0.393
O -10.295 -5.296 16.639 -0.675
S -11.667 -4.905 16.564 1.259
O -12.463 -5.286 15.412 -0.490
O -12.431 -5.484 17.862 -0.355
C -13.870 -5.322 17.984 -0.042
C -14.377 -6.295 19.019 -1.323
C -11.822 -3.123 16.948 -0.939
H -14.297 -5.570 17.009 0.187
H -14.020 -4.274 18.254 0.331
H -13.861 -6.138 19.968 0.334
H -14.186 -7.314 18.693 0.325
H -15.423 -6.055 19.209 0.398
H -10.888 -2.644 16.655 0.257
H -11.981 -3.023 18.015 0.550
H -12.623 -2.766 16.302 0.185
O -16.989 0.939 14.404 -0.619
S -17.287 -0.219 13.607 1.253
O -18.516 -0.924 13.776 -0.623
O -17.075 0.149 12.040 -0.326
C -17.559 -0.774 11.053 -0.200
C -16.716 -0.574 9.809 -0.966
C -15.894 -1.361 13.797 -0.719
H -18.608 -0.522 10.883 0.326
H -17.556 -1.819 11.368 0.280
H -17.241 -0.988 8.945 0.395
H -15.713 -0.985 9.895 0.011
H -16.643 0.483 9.547 0.418
H -14.931 -0.876 13.651 0.207
H -15.909 -2.277 13.208 0.064
H -15.928 -1.692 14.837 0.440
O -8.738 -1.866 12.664 -0.521
S -9.072 -1.446 14.000 1.155
O -9.013 -2.377 15.101 -0.691
O -8.100 -0.200 14.426 -0.379
C -8.287 1.081 13.844 -0.297
C -8.018 1.144 12.337 -0.656
C -10.698 -0.738 13.972 -0.324
H -7.621 1.764 14.366 0.369
H -9.298 1.466 14.011 0.240
H -8.176 2.130 11.908 0.380
H -8.662 0.420 11.834 0.025
H -6.997 0.817 12.136 0.279
H -10.939 -0.280 14.929 0.471
H -11.367 -1.601 13.875 -0.414
H -10.866 -0.092 13.114 0.401
O -14.453 -5.345 11.648 -0.250
S -15.455 -5.022 10.648 1.020
O -16.094 -3.732 10.594 -0.479
O -14.769 -5.351 9.225 -0.165
C -15.581 -5.076 8.066 -0.154
C -15.058 -5.941 6.922 -1.232
C -16.685 -6.330 10.728 -1.304
H -15.530 -4.025 7.782 0.156
H -16.627 -5.290 8.286 0.475
H -14.927 -6.962 7.288 0.299
H -14.067 -5.647 6.582 0.256
H -15.736 -5.966 6.073 0.407
H -17.588 -6.055 10.192 0.457
H -16.934 -6.398 11.788 0.481
H -16.238 -7.256 10.382 0.375
```

Calculated values
relative energy (zero: lowest compared OMol25 entry of this formula, charge and spin): 0.0 kJ/mol
E_tot: -130161.666 eV
spin multiplicity: 6
total charge: +1
<S²>: 8.7538
largest force on an atom: 2.9 eV Å⁻¹

Molecular formula: C5H11NO
Method: DFT, the ωB97M-V functional and the def2-TZVPD basis

The geometry in XYZ format:
```
18
Properties=species:S:1:pos:R:3:nbo_charge:R:1
C 0.103 -1.656 -1.924 -0.621
C -0.871 -0.770 -1.102 -0.401
C -0.192 -0.079 0.074 -0.159
C 1.265 0.300 -0.111 0.457
O 2.187 -0.054 0.565 -0.515
N -0.886 1.119 0.545 -0.630
C -1.161 1.290 1.945 -0.411
H -0.132 -1.371 -2.949 0.216
H -0.180 -2.700 -1.797 0.215
H 1.154 -1.551 -1.675 0.218
H -1.774 -1.309 -0.809 0.220
H -1.286 0.011 -1.753 0.194
H -0.238 -0.725 0.967 0.187
H 1.389 0.892 -1.054 0.094
H -1.690 1.345 -0.019 0.369
H -0.430 1.957 2.416 0.184
H -0.994 0.360 2.507 0.180
H -2.132 1.703 2.203 0.203
```

Calculated values
relative energy (zero: lowest compared OMol25 entry of this formula, charge and spin): 186.0 kJ/mol
E_tot: -8899.770 eV
SMILES: CC[C@@H](C=O)NC
total charge: 0
largest force on an atom: 2.7 eV Å⁻¹

Molecular formula: C14H19Br2N3
Method: DFT, the ωB97M-V functional and the def2-TZVPD basis

The geometry in XYZ format:
```
38
Properties=species:S:1:pos:R:3:nbo_charge:R:1
C 2.416 -1.641 26.685 -0.297
C 3.075 -1.697 25.476 -0.319
C 2.409 -0.850 24.582 -0.073
N 1.326 -0.311 25.223 -0.517
C 1.302 -0.814 26.543 -0.090
H 2.795 -2.114 27.579 0.216
H 3.932 -2.300 25.214 0.217
H 2.693 -0.538 23.588 0.205
H 0.586 0.256 24.834 0.440
H 0.565 -0.468 27.253 0.209
C -1.793 0.615 25.223 -0.325
C -2.225 -0.632 24.529 -0.310
C -2.934 -1.303 25.551 -0.064
N -2.990 -0.516 26.688 -0.513
C -2.199 0.585 26.558 -0.085
H -1.119 1.392 24.894 0.217
H -2.123 -1.034 23.532 0.234
H -3.434 -2.256 25.467 0.213
H -3.453 -0.704 27.566 0.413
H -1.934 1.237 27.378 0.219
C 0.496 1.706 22.553 -0.317
C 1.316 2.436 23.453 -0.315
C 0.408 3.396 24.021 -0.086
N -0.772 3.293 23.350 -0.498
C -0.749 2.262 22.498 -0.090
H 0.722 0.863 21.918 0.224
H 2.324 2.137 23.701 0.239
H 0.483 4.162 24.778 0.216
H -1.571 3.880 23.544 0.423
H -1.658 1.972 21.993 0.212
Br -2.774 6.084 21.808 -0.035
C -3.078 4.744 20.356 -0.422
C -2.555 5.303 19.085 -0.439
Br -2.972 4.111 17.543 -0.014
H -4.131 4.461 20.357 0.230
H -2.581 3.810 20.617 0.223
H -1.491 5.518 19.193 0.232
H -2.996 6.268 18.836 0.228
```

Calculated values
relative energy (zero: lowest compared OMol25 entry of this formula, charge and spin): 0.0 kJ/mol
E_tot: -159379.988 eV
SMILES: c1cc[nH]c1.c1cc[nH]c1.c1cc[nH]c1.BrCCBr
total charge: 0
largest force on an atom: 3.9 eV Å⁻¹